{
  "formula": "C14H17CrNO12",
  "method": "ωB97M-V/def2-TZVPD",
  "species": ["O", "H", "H", "C", "O", "H", "H", "C", "C", "O", "C", "O", "H", "O", "C", "H", "C", "C", "C", "H", "H", "H", "H", "H", "O", "H", "N", "C", "H", "C", "H", "C", "O", "O", "C", "H", "O", "O", "O", "Cr", "C", "C", "O", "H", "H"],
  "coordinates": [[-1.34, 2.94, 1.97], [2.36, -1.67, -1.20], [2.47, 1.13, 5.04], [-3.55, 0.14, 2.21], [-2.21, 3.03, 0.04], [2.32, -0.89, 2.54], [0.27, -0.54, -1.10], [-1.60, -1.19, -2.99], [-2.53, -0.48, -5.27], [-2.87, 2.20, -2.86], [2.45, 1.22, 3.94], [-1.82, 0.24, -1.20], [-1.04, -1.82, -2.32], [1.32, 0.72, 3.32], [0.57, -1.07, -0.20], [0.33, -2.16, 2.03], [0.21, -1.09, 2.22], [2.05, -1.41, -0.17], [-2.69, 1.10, -3.34], [-3.38, 1.52, -5.30], [4.28, -0.10, -1.24], [4.65, 0.43, 0.43], [1.33, -1.19, 4.05], [0.05, -2.04, -0.30], [-2.93, -0.71, 1.32], [-0.72, -0.96, 2.77], [0.08, -0.32, 0.97], [-1.67, -1.39, -4.40], [0.74, 0.46, 0.99], [-2.87, 0.76, -4.72], [4.57, -1.34, -0.02], [1.39, -0.67, 3.08], [-2.56, 0.62, 2.99], [-0.25, 2.29, 0.08], [-2.13, -0.03, -2.41], [2.29, -2.31, 0.41], [2.83, -0.30, 0.22], [-2.83, -0.83, -6.44], [-1.01, -2.33, -4.90], [-1.84, 0.98, 0.67], [4.16, -0.33, -0.18], [-1.02, 3.18, 0.71], [-3.82, 1.18, 1.36], [3.37, 0.76, 3.53], [2.57, 2.27, 3.67]],
  "e_tot_ha": -2545.425210,
  "total_charge": -3,
  "lumo_energy_ev": [5.90, 5.90],
  "gap_ha": [0.155, 0.155],
  "homo_ha": [0.062, 0.061],
  "s_squared": 3.7997,
  "spin_multiplicity": 4,
  "max_force_ev_per_a": 13.7,
  "mol_weight_g_mol": 443.281
}

{
  "formula": "C14H17FeIN2O",
  "method": "ωB97M-V/def2-TZVPD",
  "species": ["O", "N", "H", "H", "C", "H", "C", "I", "H", "C", "H", "H", "H", "H", "H", "C", "H", "H", "C", "H", "N", "C", "C", "H", "C", "C", "H", "Fe", "C", "C", "C", "C", "H", "C", "H", "H"],
  "coordinates": [[-1.53, -0.92, 1.29], [-1.27, 0.81, -1.19], [1.93, 0.74, -0.91], [-2.74, -1.67, -2.94], [-0.03, -0.55, 3.18], [1.47, 2.78, 1.41], [-0.35, -2.59, -2.35], [-1.18, 1.99, 1.97], [-4.37, 2.06, -1.48], [-3.56, 1.36, -1.64], [2.47, -1.56, 0.04], [-0.21, -1.61, 3.42], [1.03, -0.43, 2.89], [0.98, 3.04, -0.36], [-4.72, -0.15, -2.69], [-0.36, -1.35, -1.68], [3.33, 1.50, -0.44], [2.56, 3.27, 0.16], [-2.67, -0.72, -2.41], [0.69, -4.44, -2.69], [0.65, -1.03, -0.83], [-3.76, 0.13, -2.29], [-0.88, -0.17, 2.00], [-2.07, 2.68, -0.79], [1.72, -3.13, -1.28], [-2.28, 1.69, -1.20], [2.57, -3.78, -1.10], [0.43, 1.05, 0.04], [1.71, 2.61, 0.36], [1.67, -1.89, -0.63], [0.69, -3.49, -2.15], [-1.45, -0.40, -1.79], [2.60, 0.51, 0.79], [2.37, 1.22, -0.01], [-1.17, -2.80, -3.03], [-0.23, 0.07, 4.08]],
  "e_tot_ha": -2289.672873,
  "total_charge": 0,
  "lumo_energy_ev": [0.12, 0.10],
  "gap_ha": [0.159, 0.252],
  "homo_ha": [-0.155, -0.249],
  "s_squared": 6.0892,
  "spin_multiplicity": 5,
  "max_force_ev_per_a": 4.7,
  "mol_weight_g_mol": 412.052
}

{
  "formula": "C14H17INO6S",
  "method": "ωB97M-V/def2-TZVPD",
  "species": ["H", "H", "H", "C", "H", "H", "O", "O", "N", "C", "C", "C", "C", "C", "H", "H", "O", "O", "C", "O", "C", "H", "C", "H", "H", "C", "H", "S", "O", "H", "C", "H", "H", "I", "C", "H", "H", "H", "C", "C"],
  "coordinates": [[-1.58, -1.58, 0.11], [1.16, -1.13, 3.02], [0.57, -1.85, 0.58], [-0.90, -0.42, 2.47], [1.10, 0.65, 2.53], [1.07, 0.46, -1.84], [2.68, -2.19, -0.22], [3.81, -0.58, -1.75], [-1.79, 0.69, 2.08], [-3.97, 1.18, 0.75], [2.54, -0.83, 0.34], [2.05, 1.02, -1.66], [0.99, -0.80, 0.73], [-2.49, -0.89, 0.02], [2.53, 1.43, -2.61], [-5.56, -0.59, -2.17], [4.93, -2.92, -1.05], [0.77, 2.35, 0.36], [0.70, -0.41, 2.27], [3.18, -2.92, -2.81], [2.32, 2.71, 0.63], [3.98, 0.80, -0.28], [3.10, 0.25, -0.74], [-4.12, 2.06, 1.46], [0.34, -0.10, 0.10], [-2.69, 0.32, 0.97], [3.19, -0.93, 1.29], [3.69, -2.23, -1.59], [-1.46, -1.42, 3.01], [1.48, 3.47, -1.58], [-4.98, 0.83, -0.38], [-5.94, 1.46, -0.53], [-1.25, 1.54, 1.85], [-3.95, -3.70, -2.54], [-3.50, -1.24, -1.13], [2.41, 1.83, 1.33], [2.11, 3.70, 1.15], [-3.36, -2.17, -1.89], [1.61, 2.50, -0.89], [-4.78, -0.36, -1.37]],
  "e_tot_ha": -1745.421996,
  "total_charge": -1,
  "lumo_energy_ev": 1.94,
  "gap_ha": 0.191,
  "homo_ha": -0.120,
  "max_force_ev_per_a": 5.4,
  "mol_weight_g_mol": 454.262
}

{
  "formula": "C14H17N3O6P2Rh",
  "method": "ωB97M-V/def2-TZVPD",
  "species": ["C", "C", "O", "C", "C", "C", "C", "H", "C", "O", "C", "H", "H", "H", "C", "H", "O", "H", "C", "N", "Rh", "H", "N", "C", "O", "H", "H", "H", "H", "H", "H", "H", "N", "C", "C", "P", "O", "P", "O", "H", "H", "H", "C"],
  "coordinates": [[-0.33, 5.03, -0.11], [-0.12, 2.30, -0.26], [1.32, -1.30, -0.12], [-0.16, -1.02, 2.72], [-0.22, -0.94, 5.14], [0.09, 4.36, 1.01], [1.16, 0.63, 4.00], [0.75, -4.12, -2.14], [-0.52, -1.60, 3.93], [-1.50, -1.93, -0.24], [-0.68, 2.98, -1.34], [-0.86, 4.92, -2.20], [0.83, 0.65, 6.11], [-0.31, 6.10, -0.17], [0.65, 0.13, 5.17], [0.87, -2.55, -4.29], [-0.99, 0.11, -1.88], [-1.03, 2.46, -2.23], [-0.01, -1.95, -3.89], [0.67, 2.26, 1.98], [0.27, 0.46, -0.16], [0.22, -0.94, -4.25], [0.60, 1.01, 1.70], [-0.02, -2.22, -2.39], [-2.70, -1.64, -2.47], [-0.49, -1.41, 1.79], [-0.64, -3.91, -1.28], [0.21, 4.87, 1.94], [-0.66, -4.07, -3.04], [-0.85, -2.33, -4.50], [-2.95, -0.95, -3.07], [2.58, 0.05, -2.19], [-0.21, -3.77, -2.18], [-0.66, 4.34, -1.31], [0.64, 0.12, 2.77], [-1.37, -1.38, -1.60], [2.48, -3.00, -1.61], [1.61, -1.80, -1.55], [1.99, -0.62, -2.58], [-1.08, -2.53, 3.92], [-0.67, -1.25, 6.05], [1.88, 1.46, 3.90], [0.23, 3.00, 0.91]],
  "e_tot_ha": -1952.450012,
  "total_charge": 1,
  "lumo_energy_ev": [-2.79, -6.74],
  "gap_ha": [0.271, 0.208],
  "homo_ha": [-0.373, -0.456],
  "s_squared": 6.0421,
  "spin_multiplicity": 5,
  "max_force_ev_per_a": 5.0,
  "mol_weight_g_mol": 488.159
}

{
  "formula": "C14H17P",
  "method": "ωB97M-V/def2-TZVPD",
  "species": ["C", "C", "H", "P", "H", "C", "H", "C", "H", "C", "C", "C", "C", "H", "C", "H", "H", "H", "C", "H", "H", "C", "C", "C", "H", "C", "H", "H", "H", "H", "H", "H"],
  "coordinates": [[-0.36, 1.17, 0.17], [0.13, -2.40, -1.96], [-3.16, -0.63, -2.71], [-2.02, 0.93, -0.71], [-0.28, 2.67, 3.79], [-1.83, -2.12, -3.32], [-0.13, 1.31, 4.84], [-1.40, -0.64, -1.36], [0.98, -2.88, -1.71], [-0.32, -1.46, -1.02], [-0.15, 0.70, 2.76], [0.82, 1.47, -0.46], [2.10, 1.78, 0.31], [2.83, 2.41, -0.13], [0.90, 1.34, -1.97], [-0.12, -3.60, -3.77], [0.19, -1.24, -0.07], [-0.45, -1.03, 4.23], [-0.65, -2.84, -3.05], [1.97, 1.16, -2.13], [1.85, 2.30, 1.37], [-0.35, -0.76, 3.20], [0.12, 1.67, 3.87], [-2.18, -0.98, -2.54], [-2.25, -2.31, -4.29], [-0.42, 0.97, 1.52], [1.23, 1.91, 3.92], [0.48, -1.35, 2.91], [0.66, 2.34, -2.38], [0.26, 0.52, -2.48], [2.61, 0.85, 0.61], [-1.07, -1.23, 2.58]],
  "e_tot_ha": -884.808775,
  "total_charge": 0,
  "lumo_energy_ev": [0.12, -0.99],
  "gap_ha": [0.275, 0.212],
  "homo_ha": [-0.270, -0.248],
  "de_lowest_ev": 2.790,
  "max_force_ev_per_a": 4.0,
  "mol_weight_g_mol": 216.264
}

{
  "formula": "C14H18BrN4O9Sc",
  "method": "ωB97M-V/def2-TZVPD",
  "species": ["C", "H", "C", "H", "H", "H", "H", "H", "O", "C", "C", "H", "N", "H", "H", "H", "Sc", "O", "H", "H", "H", "O", "N", "H", "C", "H", "O", "O", "C", "O", "O", "C", "H", "C", "O", "O", "N", "C", "C", "C", "C", "H", "N", "C", "H", "C", "Br"],
  "coordinates": [[-0.37, 1.88, 2.53], [-2.56, 0.67, 3.03], [-2.04, 2.14, -0.72], [-3.30, -4.59, -3.72], [4.71, 0.29, -0.73], [2.87, 1.86, -1.10], [-3.23, 0.61, 1.40], [-0.85, -3.96, -3.65], [1.66, 3.15, 2.44], [-1.23, -2.27, -2.42], [-1.61, -3.39, -3.14], [-0.78, 2.69, 3.14], [-1.30, 1.43, 1.49], [-0.16, 1.04, 3.20], [-2.78, 2.92, 1.14], [-1.12, 3.37, 0.76], [0.33, 0.04, 0.05], [4.39, -1.26, 0.98], [3.53, -1.67, 2.83], [2.80, 0.64, -2.28], [3.45, -3.00, 1.65], [1.05, -2.59, -2.97], [-2.09, -1.50, -1.75], [5.01, -2.56, 2.40], [4.06, -2.18, 2.04], [-2.40, 2.97, -1.32], [0.54, -0.87, -1.66], [-0.80, 1.65, -1.26], [3.34, -0.69, 0.39], [1.23, 1.69, 0.79], [-2.60, -1.85, 2.21], [-3.35, -1.84, -1.80], [-4.92, -3.14, -2.48], [-1.90, -0.96, 1.82], [2.19, -0.94, 0.72], [-0.74, -1.10, 1.20], [3.72, 0.14, -0.60], [-2.96, -3.72, -3.17], [-3.86, -2.93, -2.49], [-2.31, 0.50, 1.98], [0.95, 2.32, 1.91], [-0.16, 2.38, -1.30], [2.76, 0.87, -1.30], [-1.84, 2.55, 0.72], [-2.73, 1.30, -0.82], [0.25, -1.91, -2.38], [-4.60, -0.72, -0.88]],
  "e_tot_ha": -4775.485099,
  "total_charge": 0,
  "lumo_energy_ev": 0.11,
  "gap_ha": 0.351,
  "homo_ha": -0.347,
  "de_lowest_ev": 0.708,
  "max_force_ev_per_a": 1.1,
  "mol_weight_g_mol": 511.177
}